1.
The following is a DFT calculation (ωB97M-V/def2-TZVPD) of 3 unconnected molecules or ions with the total composition C5H14O2 in a non-equilibrium geometry.

Cartesian coordinates (Å):
C (-2.65230, 0.13233, -0.12353)
C (-1.81389, 0.66874, -1.30524)
C (-0.54149, 1.45488, -1.09891)
C (0.48297, 1.27544, -0.17989)
C (-0.46929, 2.60318, -2.03303)
H (-2.20014, 0.13987, 0.89149)
H (-2.80609, -0.96773, -0.10058)
H (-3.64400, 0.80330, -0.03120)
H (-2.61109, 1.24254, -1.82327)
H (-1.60627, -0.20281, -1.87980)
H (1.55834, 1.62550, -0.28178)
H (0.13839, 0.58199, 0.60586)
H (0.36656, 3.14759, -1.81902)
H (-1.37446, 3.18403, -2.03744)
H (-0.41934, 2.41844, -3.11474)
H (1.48711, -1.41697, 1.63837)
H (0.67594, -1.18256, 0.33039)
O (0.59597, -1.49500, 1.23399)
H (3.28334, -4.26731, 2.72679)
H (3.68885, -2.90194, 3.36125)
O (3.58238, -3.38141, 2.51317)

Values from the calculation:
Multiplicity: 1
Relative energy (zero: lowest compared OMol25 entry of this formula, charge and spin) (eV): 2.0487
Highest occupied orbital energy (eV): -8.889
SMILES string: C=C(C)CC.O.O
Net charge: 0
Frontier orbital gap (eV): 9.649

Partial atomic charges computed with the Löwdin method, in multiples of e: C -0.120; C -0.232; C -0.344; C 0.041; C -0.094; H 0.058; H 0.068; H 0.112; H 0.106; H 0.098; H 0.089; H 0.028; H 0.037; H 0.079; H 0.091; H 0.048; H 0.008; O -0.085; H 0.031; H 0.049; O -0.068

***

2.
The following is a DFT calculation (ωB97M-V/def2-TZVPD) of 3 unconnected molecules or ions with the total composition C5H14O3 in a non-equilibrium geometry.

Cartesian coordinates (Å):
O (-1.73193, -1.16994, 1.96928)
C (-1.66954, -1.26385, 0.77087)
C (-0.49541, -0.82444, -0.05186)
C (-0.85264, 0.29199, -1.07205)
C (-2.06391, 1.11202, -0.60949)
C (0.34921, 1.24243, -1.18880)
H (-2.52204, -1.73522, 0.23604)
H (0.35980, -0.56553, 0.57072)
H (-0.22734, -1.70050, -0.64631)
H (-0.99323, -0.13506, -2.06220)
H (-2.99160, 0.57093, -0.78646)
H (-2.15434, 2.04937, -1.16106)
H (-1.96002, 1.34547, 0.44389)
H (1.28845, 0.67411, -1.15649)
H (0.35776, 1.84946, -2.08815)
H (0.40945, 1.88290, -0.32286)
H (2.14596, 0.53961, 2.52763)
H (1.48246, 1.75586, 3.29247)
O (1.34685, 0.87660, 2.92849)
H (2.75906, -2.53508, -1.08298)
H (3.81988, -1.72299, -0.18489)
O (3.34312, -2.53814, -0.32579)

Values from the calculation:
Multiplicity: 1
Relative energy (zero: lowest compared OMol25 entry of this formula, charge and spin) (eV): 0.3157
Highest occupied orbital energy (eV): -9.505
SMILES string: CC(C)CC=O.O.O
Net charge: 0
Frontier orbital gap (eV): 9.945

Partial atomic charges computed with the Löwdin method, in multiples of e: O 0.061; C -0.294; C -0.135; C -0.403; C -0.081; C -0.088; H 0.129; H 0.106; H 0.115; H 0.125; H 0.075; H 0.079; H 0.086; H 0.070; H 0.075; H 0.074; H 0.024; H 0.034; O -0.052; H 0.025; H 0.025; O -0.053

***

3.
The following is a DFT calculation (ωB97M-V/def2-TZVPD) of 4 unconnected molecules or ions with the total composition C5H14O3 in a non-equilibrium geometry.

Cartesian coordinates (Å):
C (-2.13421, -1.44745, 1.15887)
C (-2.91845, -0.84820, 0.34217)
C (-2.54648, -0.69257, -1.12778)
C (-1.81323, 0.40210, -1.38633)
C (-1.37658, 0.79022, -2.80970)
H (-2.45776, -1.73175, 2.13917)
H (-1.06421, -1.83493, 1.01435)
H (-4.02037, -0.57023, 0.62918)
H (-3.19877, -1.35273, -1.81188)
H (-1.16717, 0.88276, -0.71613)
H (-0.59313, 1.63293, -2.70214)
H (-2.08749, 1.41494, -3.25553)
H (-0.71520, -0.03248, -3.13216)
H (2.13731, -1.41714, 3.89209)
H (2.66816, -1.14782, 5.40502)
O (2.80528, -1.14928, 4.45709)
H (4.22548, -2.96683, 0.70233)
H (3.65406, -3.31674, 2.17797)
O (3.52502, -3.31331, 1.19344)
H (2.04014, 5.03704, -2.18845)
H (0.87319, 5.50313, -2.50068)
O (1.72463, 5.79701, -2.74009)

Values from the calculation:
Multiplicity: 1
Relative energy (zero: lowest compared OMol25 entry of this formula, charge and spin) (eV): 3.4144
Highest occupied orbital energy (eV): -9.361
SMILES string: C=C/C=C/C.O.O.O
Net charge: 0
Frontier orbital gap (eV): 9.853

Partial atomic charges computed with the Löwdin method, in multiples of e: C -0.053; C -0.235; C -0.120; C -0.173; C -0.108; H 0.037; H 0.096; H 0.135; H 0.135; H 0.081; H 0.078; H 0.043; H 0.085; H -0.011; H 0.041; O -0.027; H -0.007; H 0.061; O -0.056; H 0.060; H -0.006; O -0.055

***

4.
The following is a DFT calculation (ωB97M-V/def2-TZVPD) of 2 unconnected molecules or ions with the total composition C5H14OS in a non-equilibrium geometry.

Cartesian coordinates (Å):
C (-0.06223, -0.62837, 2.84345)
C (1.28586, -0.44680, 2.16797)
C (1.52743, 0.86121, 1.38839)
C (0.37691, 1.29380, 0.51803)
S (0.12947, 0.03606, -0.75015)
C (1.56586, 0.32457, -1.84159)
H (-0.29081, 0.31554, 3.31063)
H (-0.82943, -0.77168, 2.03829)
H (-0.22921, -1.49362, 3.50190)
H (1.70361, -1.34582, 1.67508)
H (2.07789, -0.55140, 3.00470)
H (2.50603, 0.67762, 0.90319)
H (1.87791, 1.71297, 1.99275)
H (-0.50213, 1.58948, 1.10044)
H (0.71064, 2.25228, 0.08352)
H (2.24047, 1.09697, -1.45347)
H (1.25768, 0.60856, -2.84087)
H (2.08195, -0.62144, -1.84896)
H (-4.66971, -0.63306, -3.54943)
H (-3.47372, -1.58220, -3.31159)
O (-4.35272, -1.35448, -3.00373)

Values from the calculation:
Multiplicity: 1
Relative energy (zero: lowest compared OMol25 entry of this formula, charge and spin) (eV): 0.8171
Highest occupied orbital energy (eV): -8.424
SMILES string: CCCCSC.O
Net charge: 0
Frontier orbital gap (eV): 9.128

Partial atomic charges computed with the Löwdin method, in multiples of e: C -0.126; C -0.314; C -0.322; C -0.529; S 0.797; C -0.389; H 0.066; H 0.070; H 0.076; H 0.097; H 0.120; H 0.103; H 0.109; H 0.082; H 0.080; H 0.040; H 0.022; H 0.017; H 0.028; H 0.028; O -0.057

***

5.
The following is a DFT calculation (ωB97M-V/def2-TZVPD) of 2 unconnected molecules or ions with the total composition C5H14OS in a non-equilibrium geometry.

Cartesian coordinates (Å):
C (-1.83695, -1.36274, 1.24035)
C (-2.01881, -0.11844, 0.37999)
C (-0.70153, 0.61793, 0.09406)
C (-0.44455, 1.07147, -1.34009)
S (1.33232, 1.35187, -1.65527)
C (2.11778, -0.25786, -1.68827)
H (-2.68310, -1.55115, 1.86581)
H (-1.70315, -2.27431, 0.64562)
H (-0.97030, -1.29068, 1.88274)
H (-2.68086, 0.56178, 0.93991)
H (-2.61276, -0.27775, -0.51078)
H (0.08775, -0.07368, 0.39508)
H (-0.58581, 1.46826, 0.76192)
H (-0.78036, 0.33273, -2.06498)
H (-0.84182, 2.07570, -1.49565)
H (2.12415, -0.77994, -0.73687)
H (3.14683, 0.02033, -1.94163)
H (1.79253, -0.90469, -2.49210)
H (3.02097, -0.00252, 2.08835)
H (2.14867, 1.14488, 1.63971)
O (2.08899, 0.24880, 1.99208)

Values from the calculation:
Multiplicity: 1
Relative energy (zero: lowest compared OMol25 entry of this formula, charge and spin) (eV): 0.2128
Highest occupied orbital energy (eV): -8.469
SMILES string: CCCCSC.O
Net charge: 0
Frontier orbital gap (eV): 9.200

Partial atomic charges computed with the Löwdin method, in multiples of e: C -0.108; C -0.257; C -0.288; C -0.490; S 0.783; C -0.433; H 0.056; H 0.075; H 0.067; H 0.102; H 0.097; H 0.065; H 0.108; H 0.075; H 0.066; H 0.021; H 0.025; H 0.031; H 0.044; H 0.030; O -0.069

***

6.
The following is a DFT calculation (ωB97M-V/def2-TZVPD) of 2 unconnected molecules or ions with the total composition C5H14OS2 in a non-equilibrium geometry.

Cartesian coordinates (Å):
C (-2.38686, 0.16638, -1.72749)
C (-3.09442, -0.85384, -2.61425)
C (-1.66137, -0.58767, -0.65820)
S (-1.25750, 0.57570, 0.70709)
S (-0.36264, -0.76668, 2.04984)
C (1.42935, -0.74873, 1.65995)
C (1.94891, -2.14821, 1.40226)
H (-1.71277, 0.85697, -2.31010)
H (-3.06722, 0.91280, -1.36417)
H (-3.64178, -1.58689, -2.04634)
H (-3.79830, -0.52032, -3.35683)
H (-2.31215, -1.35729, -3.22791)
H (-0.75902, -1.09659, -0.88583)
H (-2.36722, -1.21259, -0.13132)
H (1.87863, -0.18565, 2.47657)
H (1.50500, -0.16227, 0.75433)
H (3.02644, -2.11482, 1.20557)
H (1.94816, -2.70127, 2.36384)
H (1.49075, -2.71766, 0.58443)
H (4.77992, 5.02251, 1.12362)
H (4.28593, 5.60503, 2.47038)
O (4.12817, 5.62110, 1.52457)

Values from the calculation:
Multiplicity: 1
Relative energy (zero: lowest compared OMol25 entry of this formula, charge and spin) (eV): 0.6495
Highest occupied orbital energy (eV): -8.790
SMILES string: CCCSSCC.O
Net charge: 0
Frontier orbital gap (eV): 9.589

Partial atomic charges computed with the Löwdin method, in multiples of e: C -0.352; C -0.116; C -0.568; S 0.488; S 0.480; C -0.601; C -0.189; H 0.124; H 0.086; H 0.065; H 0.060; H 0.087; H 0.059; H 0.056; H 0.060; H 0.047; H 0.067; H 0.074; H 0.072; H 0.039; H 0.027; O -0.066

***

Which formula does entry 1 have? C5H14O2

***

Which of these has the lowest frontier orbital gap? number 4

***

What is the frontier orbital gap in the sixth record? 9.589 eV

***

Please write out number 6 again, unchanged.
The following is a DFT calculation (ωB97M-V/def2-TZVPD) of 2 unconnected molecules or ions with the total composition C5H14OS2 in a non-equilibrium geometry.

Cartesian coordinates (Å):
C (-2.38686, 0.16638, -1.72749)
C (-3.09442, -0.85384, -2.61425)
C (-1.66137, -0.58767, -0.65820)
S (-1.25750, 0.57570, 0.70709)
S (-0.36264, -0.76668, 2.04984)
C (1.42935, -0.74873, 1.65995)
C (1.94891, -2.14821, 1.40226)
H (-1.71277, 0.85697, -2.31010)
H (-3.06722, 0.91280, -1.36417)
H (-3.64178, -1.58689, -2.04634)
H (-3.79830, -0.52032, -3.35683)
H (-2.31215, -1.35729, -3.22791)
H (-0.75902, -1.09659, -0.88583)
H (-2.36722, -1.21259, -0.13132)
H (1.87863, -0.18565, 2.47657)
H (1.50500, -0.16227, 0.75433)
H (3.02644, -2.11482, 1.20557)
H (1.94816, -2.70127, 2.36384)
H (1.49075, -2.71766, 0.58443)
H (4.77992, 5.02251, 1.12362)
H (4.28593, 5.60503, 2.47038)
O (4.12817, 5.62110, 1.52457)

Values from the calculation:
Multiplicity: 1
Relative energy (zero: lowest compared OMol25 entry of this formula, charge and spin) (eV): 0.6495
Highest occupied orbital energy (eV): -8.790
SMILES string: CCCSSCC.O
Net charge: 0
Frontier orbital gap (eV): 9.589

Partial atomic charges computed with the Löwdin method, in multiples of e: C -0.352; C -0.116; C -0.568; S 0.488; S 0.480; C -0.601; C -0.189; H 0.124; H 0.086; H 0.065; H 0.060; H 0.087; H 0.059; H 0.056; H 0.060; H 0.047; H 0.067; H 0.074; H 0.072; H 0.039; H 0.027; O -0.066